<i>
13
Properties=species:S:1:pos:R:3:mulliken_spin:R:1 method="wB97M-V/def2-TZVPD" e_lumo_ev="-9.9 / -15.3" orbital_gap_ha="0.4333 / 0.1694" total_charge=+2 spin_multiplicity=2 molar_mass_da=61.108 s_squared=0.76
N -0.8160 0.3109 2.2877 0.341
H -0.6126 -0.3043 0.5790 -0.017
H -0.8229 -0.4724 2.9468 -0.006
H -1.5987 0.9311 2.5056 -0.004
H 0.0748 0.8025 2.3756 -0.005
C 0.9220 0.4022 -2.2166 0.284
C 0.9341 -0.0212 -0.9225 0.326
N -0.2968 -0.6315 -0.4000 0.034
H 0.0751 0.2321 -2.8797 0.017
H 1.8256 0.7321 -2.7247 0.013
H 1.6802 0.0481 -0.1416 0.006
H -1.0652 -0.3655 -1.0332 -0.006
H -0.2997 -1.6642 -0.3765 0.017



<ii>
13
Properties=species:S:1:pos:R:3:mulliken_spin:R:1 method="wB97M-V/def2-TZVPD" e_lumo_ev="-9.8 / -13.2" orbital_gap_ha="0.4135 / 0.3520" total_charge=+2 spin_multiplicity=2 molar_mass_da=61.108 s_squared=0.76
N -1.4885 -1.5406 -0.1689 0.010
H -0.6564 -0.8329 -0.2349 -0.005
H -1.4140 -2.0312 -1.0431 0.002
H -1.6002 -2.2906 0.5697 0.001
H -2.3398 -1.0651 -0.1806 0.001
C 1.4104 1.3535 1.0642 0.390
C 0.3241 0.9756 0.3003 0.287
N 0.5592 0.1891 -0.8523 0.239
H 2.3583 0.8424 0.8840 0.031
H 1.5033 2.3582 1.6788 0.019
H -0.5992 1.4496 0.4496 0.019
H 1.4905 -0.1974 -0.8030 -0.006
H 0.4524 0.7894 -1.6640 0.012



Computed energies relative to the best structure, in hartree: <i> 0.0406; <ii> 0.0000



<i>
18
Properties=species:S:1:pos:R:3:mulliken_charge:R:1 method="wB97M-V/def2-TZVPD" e_lumo_ev=-4.6 orbital_gap_ha=0.3047 total_charge=+1 spin_multiplicity=1 molar_mass_da=125.155
C 2.7389 -0.9279 0.2504 -0.703
C 2.0109 0.3287 0.1162 0.139
C 2.0531 -2.0204 0.0239 0.095
C 0.0287 -0.8336 -0.2214 0.199
C -0.1107 1.5280 -0.0414 -0.971
N 0.7115 -2.0576 -0.1100 -0.491
N 0.7243 0.2620 -0.0853 -0.013
N -3.0123 -0.6884 -0.1202 -0.325
N -2.8037 0.4224 0.2206 -0.237
H 3.7981 -0.9397 0.2459 0.422
H 2.4645 1.1986 0.4433 0.455
H 2.3539 -3.0929 0.1323 0.395
H 0.4437 2.4188 -0.4897 0.334
H -1.0878 1.4692 -0.3747 0.418
H -0.2585 1.8169 0.9661 0.446
H -0.9835 -0.5244 -0.3030 0.396
H -3.8872 -1.2034 -0.0984 0.225
H -3.6993 1.0636 0.5526 0.217



<ii>
18
Properties=species:S:1:pos:R:3:mulliken_charge:R:1 method="wB97M-V/def2-TZVPD" e_lumo_ev=-3.4 orbital_gap_ha=0.3575 total_charge=+1 spin_multiplicity=1 molar_mass_da=125.155
C -0.7814 -0.6993 1.7855 -0.066
C -0.4386 1.1935 -1.1728 -0.033
C 1.6758 0.6423 -0.0862 -0.727
C 1.0766 -0.6170 0.4764 -0.006
C -0.5386 -1.1402 -0.4106 -0.297
N 0.4379 -0.3669 1.7649 -0.540
N -1.3278 -1.2410 0.7072 -0.228
N -0.9757 0.0062 -1.2311 -0.155
N 0.6634 1.5205 -0.5623 -0.095
H -1.3061 -0.4813 2.7968 0.360
H -1.0741 2.0526 -1.4458 0.344
H 2.2772 1.1375 0.7023 0.384
H 2.3248 0.5077 -0.8815 0.407
H 1.5319 -1.5714 0.3567 0.499
H -0.3709 -2.1371 -0.8279 0.388
H -2.4118 -1.2896 0.5278 0.298
H -1.7769 0.0713 -1.8205 0.235
H 1.0142 2.4121 -0.6788 0.231



Computed energies relative to the best structure, in hartree: <i> 0.0898; <ii> 0.0000



<i>
9
Properties=species:S:1:pos:R:3:mulliken_charge:R:1 method="wB97M-V/def2-TZVPD" e_lumo_ev=4.0 orbital_gap_ha=0.3016 total_charge=-1 spin_multiplicity=1 molar_mass_da=112.105
C -0.8390 1.5458 -0.2237 -0.264
N 0.4378 -1.6902 -1.0884 -0.501
O 0.7332 -1.2435 1.4484 -0.562
O 1.8858 -3.2006 0.4703 -0.562
F 0.2798 2.3970 -0.0574 -0.291
S 1.0033 -2.0483 0.2094 0.634
H -1.7128 2.2444 -0.0074 0.170
H -0.9226 1.2817 -1.2840 0.204
H -0.8656 0.7137 0.5329 0.173



<ii>
9
Properties=species:S:1:pos:R:3:mulliken_charge:R:1 method="wB97M-V/def2-TZVPD" e_lumo_ev=3.9 orbital_gap_ha=0.2629 total_charge=-1 spin_multiplicity=1 molar_mass_da=112.105
C 1.4415 0.1585 0.0526 -0.127
N 2.2499 1.0914 0.1292 -0.528
O -1.4422 0.5462 0.1324 -0.614
O -3.6976 -0.0156 0.9266 -0.574
F 2.0207 -1.0527 0.2114 -0.274
S -2.7179 -0.1080 -0.1577 0.200
H 0.3462 0.2964 0.1089 0.682
H 3.2817 0.7327 0.0290 0.255
H -2.0347 -1.5020 -0.0206 -0.022



Computed energies relative to the best structure, in hartree: <i> 0.0094; <ii> 0.0000



<i>
21
Properties=species:S:1:pos:R:3:mulliken_spin:R:1 method="wB97M-V/def2-TZVPD" e_lumo_ev="-2.9 / -8.8" orbital_gap_ha="0.4328 / 0.1737" total_charge=+1 spin_multiplicity=2 molar_mass_da=115.176 s_squared=0.77
C -0.7393 -1.0059 1.8289 0.069
O -1.7316 -0.5279 2.6260 0.028
C -0.5287 -0.0470 0.6587 0.031
C 0.2389 -0.8679 -0.4294 0.060
C 1.1837 0.0195 -1.1147 0.098
C 2.4867 0.0672 -0.9984 0.299
C 0.5668 1.1859 -2.0267 0.010
N -1.9323 0.3791 0.0694 0.361
H 0.0538 -0.9776 2.4320 0.008
H -1.0111 -2.0615 1.6021 -0.004
H -1.5012 0.3012 3.0586 0.002
H -0.1892 1.0048 0.8813 -0.008
H 0.8187 -1.5945 0.1618 0.001
H -0.4988 -1.5164 -1.0339 0.009
H 3.2200 0.7569 -1.4171 0.002
H 3.0404 -0.7567 -0.3333 0.002
H 1.1635 1.4802 -2.8039 0.012
H 0.6179 2.1352 -1.3507 0.023
H -0.3971 1.2182 -2.5571 -0.005
H -2.3383 1.1746 0.5514 0.004
H -2.5230 -0.3675 0.1948 -0.001



<ii>
21
Properties=species:S:1:pos:R:3:mulliken_spin:R:1 method="wB97M-V/def2-TZVPD" e_lumo_ev="-5.6 / -7.5" orbital_gap_ha="0.3182 / 0.2558" total_charge=+1 spin_multiplicity=2 molar_mass_da=115.176 s_squared=0.79
C -2.5048 -0.4599 -1.1346 0.006
C -2.1639 0.5553 -0.0267 0.026
N 1.4915 1.3792 0.2996 0.051
C 0.1244 1.5276 0.5582 0.166
C -0.7201 0.4572 0.5036 0.061
C -0.0925 -0.8413 0.6201 0.019
C -0.4896 -2.0343 0.0506 0.561
H -3.2573 -0.1220 -1.8830 0.009
H -3.0954 -1.3473 -0.8765 0.001
H -1.5107 -0.6597 -1.5278 0.022
H -2.9738 0.5612 0.7419 0.013
H -2.2520 1.5807 -0.4458 0.000
H 1.7406 1.7058 -0.6390 0.012
H 2.0055 2.0412 0.8882 -0.001
H -0.1959 2.5396 0.7816 0.009
H 0.9107 -0.6863 0.9601 0.020
H -0.1534 -3.0501 0.1787 0.039
H -1.5840 -1.7786 0.7604 -0.013
H 3.5777 -1.4182 -0.2109 0.001
H 2.6492 -0.1562 -0.2168 0.000
O 3.5084 -0.5024 -0.4893 0.000



Computed energies relative to the best structure, in hartree: <i> 0.0000; <ii> 0.0293



<i>
37
Properties=species:S:1:pos:R:3:mulliken_charge:R:1 method="wB97M-V/def2-TZVPD" e_lumo_ev=-2.8 orbital_gap_ha=0.3146 total_charge=+1 spin_multiplicity=1 molar_mass_da=238.307
C -2.2910 -0.8261 -4.8588 -0.875
H -1.9387 -0.0116 -5.4974 0.365
H -3.3351 -0.6542 -4.5823 0.358
H -2.2121 -1.7671 -5.3995 0.246
O -1.4727 -0.9773 -3.7166 -0.401
C -1.3566 0.0489 -2.8521 0.494
C -0.5118 -0.1643 -1.7633 -0.417
C -0.3233 0.8305 -0.8080 0.417
C -0.9816 2.0583 -0.9311 -0.682
C -1.8161 2.2639 -2.0101 -0.837
C -2.0093 1.2782 -2.9658 -0.448
H -2.6663 1.4770 -3.7971 0.436
H -2.3277 3.2075 -2.1187 0.406
H -0.8297 2.8296 -0.1945 0.470
C 0.5913 0.5566 0.3017 0.866
O 1.2446 -0.4814 0.3895 -0.826
O 0.5970 1.5082 1.2281 -0.292
C 1.6044 1.6883 2.2266 -0.670
H 2.4216 2.2524 1.7634 0.356
H 1.1134 2.3332 2.9603 0.343
C 2.2027 0.4631 2.9262 -0.627
H 2.8278 0.8614 3.7258 0.432
C 1.1624 -0.5008 3.5120 -0.651
N 1.0141 -1.7066 2.6613 0.229
C -0.3191 -2.3115 2.7679 -0.918
H -0.5109 -2.6238 3.7943 0.402
H -0.3827 -3.1812 2.1172 0.386
H -1.0825 -1.5977 2.4637 0.325
C 2.0625 -2.6999 2.9282 -0.898
H 1.9285 -3.1286 3.9212 0.391
H 3.0458 -2.2390 2.8726 0.333
H 2.0128 -3.4967 2.1891 0.380
H 1.1474 -1.3401 1.6600 0.181
H 0.1950 0.0027 3.5741 0.469
H 1.4440 -0.8177 4.5179 0.346
H 2.8603 -0.0659 2.2357 0.394
H 0.0030 -1.1079 -1.6773 0.514



<ii>
37
Properties=species:S:1:pos:R:3:mulliken_charge:R:1 method="wB97M-V/def2-TZVPD" e_lumo_ev=-4.7 orbital_gap_ha=0.2571 total_charge=+1 spin_multiplicity=1 molar_mass_da=238.307
C 3.8447 -0.9072 1.4223 -0.820
O 3.1547 0.3575 1.3789 -0.396
C 1.7986 0.3404 1.4565 0.917
C 1.1564 1.6152 1.4710 -0.665
C -0.2087 1.7014 1.6691 -0.485
C -0.9756 0.5169 1.8484 0.848
C -2.3565 0.6262 2.1896 -0.495
O -3.1308 -0.3929 1.9543 -0.233
C -4.5206 -0.2514 1.6099 -0.609
C -0.3476 -0.7573 1.7415 -0.518
C 1.0188 -0.8457 1.5336 -0.470
H 4.8921 -0.6195 1.4245 0.246
H 3.6006 -1.4706 2.3342 0.363
H 3.6171 -1.5130 0.5338 0.350
H 1.7727 2.5010 1.2931 0.440
H -0.7326 2.6618 1.7411 0.406
H -2.7801 1.5877 2.5140 0.227
H -4.8736 -1.2852 1.5684 0.251
H -5.0677 0.3284 2.3758 0.289
H -4.5874 0.2325 0.6204 0.326
H -0.9495 -1.6614 1.8683 0.443
H 1.4952 -1.8199 1.4046 0.399
C -1.7065 1.0164 6.9028 -0.610
C -1.5068 1.0504 5.3919 -0.483
N -2.5576 0.3623 4.6761 0.003
C -3.8532 0.0140 5.2183 -0.523
C -3.8726 0.0405 6.7412 -0.651
O -3.0948 1.1369 7.2299 -0.374
H -1.2794 0.0537 7.2563 0.333
H -1.2132 1.8620 7.4090 0.315
H -1.4881 2.0929 5.0435 0.288
H -0.5490 0.5937 5.1128 0.268
H -2.1935 -0.3751 4.0568 0.381
H -4.5846 0.7285 4.8214 0.282
H -4.1098 -0.9797 4.8359 0.306
H -4.8894 0.1994 7.1392 0.312
H -3.4742 -0.9422 7.0783 0.337



Computed energies relative to the best structure, in hartree: <i> 0.0000; <ii> 0.1071



<i>
27
Properties=species:S:1:pos:R:3:mulliken_charge:R:1 method="wB97M-V/def2-TZVPD" e_lumo_ev=0.9 orbital_gap_ha=0.3614 spin_multiplicity=1 molar_mass_da=130.231
C 0.2591 0.6364 -1.7608 0.433
C -1.9857 0.0276 0.4672 -1.698
C 1.6263 1.2756 -1.5901 -1.295
C -0.7982 1.6615 -2.1282 -1.291
C -0.5159 0.3494 0.5975 1.076
O -0.1581 1.4263 1.0341 -0.595
H 0.2886 -0.1472 -2.5234 0.422
H -2.3744 -0.2211 1.4553 0.442
H -2.5216 0.9059 0.1126 0.432
H -2.1645 -0.7985 -0.2169 0.307
H 1.8735 1.9306 -2.4274 0.435
H -0.5040 2.2353 -3.0096 0.440
H -1.7637 1.2023 -2.3371 0.290
H 1.6228 1.8825 -0.6828 0.263
H 2.4140 0.5259 -1.5104 0.330
H -0.9194 2.3816 -1.3183 0.290
C 0.4531 -1.0905 1.0106 0.645
C -0.3390 -2.3563 1.3239 -1.647
C 1.2736 -0.6517 2.2144 -1.474
H 1.1617 -1.3467 0.2146 0.288
H 0.2100 -0.1439 -0.7086 -0.301
H 0.3295 -3.1681 1.6198 0.445
H 1.9791 -1.4293 2.5137 0.446
H 1.8530 0.2359 1.9645 0.304
H -1.0196 -2.1876 2.1590 0.337
H -0.9069 -2.7145 0.4647 0.330
H 0.6269 -0.4214 3.0617 0.345



<ii>
27
Properties=species:S:1:pos:R:3:mulliken_charge:R:1 method="wB97M-V/def2-TZVPD" e_lumo_ev=0.8 orbital_gap_ha=0.3056 spin_multiplicity=1 molar_mass_da=130.231
C -1.4811 -0.1378 -0.3325 0.356
C -1.1580 -1.0078 0.8959 0.516
C -2.4240 -0.7962 -1.3292 -1.670
C -0.4069 -2.2946 0.5392 -1.376
C -0.4040 -0.2116 1.9662 -1.345
O -0.3003 0.2621 -1.0639 -0.670
H 0.8770 -0.0954 -0.7253 0.211
H -1.9409 0.7888 0.0336 0.368
H -2.1325 -1.2871 1.3134 0.357
H -1.9649 -1.6772 -1.7777 0.363
H -3.3519 -1.0955 -0.8384 0.370
H -2.6671 -0.1002 -2.1319 0.407
H -0.9648 -2.9155 -0.1622 0.383
H -0.2762 -0.8111 2.8690 0.432
H 0.5886 0.0778 1.6207 0.185
H 0.5691 -2.0761 0.1011 0.233
H -0.2388 -2.8911 1.4375 0.427
H -0.9417 0.6991 2.2366 0.368
C 1.1371 2.3803 -0.2571 -1.012
C 2.2008 1.5045 -0.4439 0.604
C 3.4872 1.4670 -0.7621 -0.897
H 1.8106 0.1906 -0.4357 -0.116
H 0.0454 1.2876 -0.7859 0.321
H 0.7630 2.5355 0.7511 0.201
H 1.1181 3.2529 -0.9020 0.405
H 3.9761 0.5805 -1.1417 0.296
H 4.0804 2.3706 -0.6749 0.284



Computed energies relative to the best structure, in hartree: <i> 0.0000; <ii> 0.1078